Entry 1:
DFT (ωB97M-V/def2-TZVPD) results for an isolated molecule of C16H22N2O2.

## Properties
frontier orbital gap	9.72	eV
HOMO	-8.861	eV
relative energy (zero: lowest compared OMol25 entry of this formula, charge and spin)	22.2	kcal/mol
E	-24025.215	eV
SMILES string	O=C(CCc1ccccc1)NNC(=O)C1CCCCC1

Structure (ORCA input):
```
! RIJCOSX wB97M-V def2-TZVPD def2/J DEFGRID3
* xyz 0 1
O -2.31 -2.74 -0.91
C -2.60 -1.99 0.00
N -1.64 -1.49 0.82
N -0.30 -1.63 0.48
C 0.59 -0.69 0.90
O 0.26 0.17 1.69
C 1.97 -0.84 0.29
C 2.04 0.06 -0.95
C 3.43 0.00 -1.58
C 4.49 0.43 -0.57
C 4.43 -0.46 0.67
C 3.04 -0.42 1.30
H 2.82 0.60 1.64
H 3.00 -1.07 2.17
H 4.66 -1.49 0.39
H 5.18 -0.14 1.40
H 4.31 1.46 -0.28
H 5.48 0.37 -1.02
H 3.46 0.65 -2.45
H 3.64 -1.02 -1.91
H 1.81 1.08 -0.65
H 1.29 -0.26 -1.68
H 2.13 -1.88 0.00
H -0.16 -2.25 -0.31
H -1.79 -0.69 1.44
C -3.99 -1.54 0.35
H -4.70 -2.33 0.10
H -4.06 -1.32 1.42
C -4.32 -0.27 -0.47
C -3.25 0.77 -0.29
C -3.18 1.52 0.88
C -2.15 2.42 1.08
C -1.18 2.59 0.11
C -1.25 1.86 -1.06
C -2.27 0.95 -1.26
H -2.32 0.37 -2.17
H -0.50 1.99 -1.83
H -0.38 3.29 0.26
H -2.10 2.99 2.00
H -3.93 1.39 1.65
H -5.29 0.12 -0.14
H -4.39 -0.55 -1.52
*
```



Entry 2:
DFT (ωB97M-V/def2-TZVPD) results for an isolated molecule of C7H8OSi in a non-equilibrium geometry.

## Properties
frontier orbital gap	9.48	eV
HOMO	-9.476	eV
relative energy (zero: lowest compared OMol25 entry of this formula, charge and spin)	34.6	kcal/mol
E	-17311.493	eV
SMILES string	O=C[SiH2]c1ccccc1

Structure (ORCA input):
```
! RIJCOSX wB97M-V def2-TZVPD def2/J DEFGRID3
* xyz 0 1
C -2.45 0.59 0.32
C -1.45 1.49 0.32
C -2.26 -0.80 0.25
C -0.13 1.03 0.44
C -0.96 -1.24 0.12
C 0.13 -0.30 0.29
C 2.80 0.31 -1.13
O 3.93 0.71 -0.87
Si 1.91 -0.90 -0.01
H -3.61 0.82 0.31
H -1.47 2.57 0.40
H -3.23 -1.25 0.06
H 0.70 1.72 0.71
H -0.69 -2.18 -0.17
H 2.33 0.65 -2.02
H 1.85 -2.48 -0.34
H 2.60 -0.73 1.32
*
```